[1]
ORCA calculation (ωB97M-V/def2-TZVPD) on C25H33O2SeTb as an isolated structure in a non-equilibrium geometry.

Geometry as XYZ:
```
62
Properties=species:S:1:pos:R:3:mulliken_spin:R:1
O -0.25184 0.47454 -2.63919 0.085
C 0.77788 0.46896 -3.76033 0.001
C 0.26882 1.81976 -4.26468 0.000
H 0.56992 -0.37322 -4.44432 -0.002
H 1.81693 0.46228 -3.37422 -0.003
C -0.95822 1.58014 -3.37153 0.002
H -0.00701 1.93712 -5.31263 0.000
H 0.89383 2.65617 -3.90075 0.000
C -2.10848 0.90711 -4.10640 0.001
H -1.81622 -0.04864 -4.56869 0.000
H -2.48634 1.56126 -4.89796 0.000
H -2.92239 0.70879 -3.39835 0.000
C -1.35320 2.77309 -2.51343 0.001
H -0.46111 3.34850 -2.24759 0.000
H -1.90396 2.47627 -1.60707 0.000
H -1.98890 3.41866 -3.13606 0.000
Tb 0.32719 -0.65133 -0.64043 5.940
C 1.08704 1.16797 1.10656 0.002
C 2.16970 0.24844 0.99868 0.008
C 2.73197 0.35784 -0.30624 0.004
H 2.57156 -0.33775 1.82106 0.000
C 2.00835 1.37102 -1.00016 -0.024
C 0.97009 1.84633 -0.14668 -0.004
H 0.30489 2.67679 -0.37345 0.003
H 0.55588 1.40560 2.02898 0.004
H 3.59613 -0.18385 -0.69984 0.002
H 2.31254 1.81059 -1.95100 -0.002
C -1.37965 -0.92302 1.30277 -0.007
C -1.78263 0.30203 0.69808 0.002
C -2.28827 0.00900 -0.59929 -0.030
H -1.77970 1.28216 1.17845 0.005
C -2.18750 -1.40096 -0.81007 0.010
C -1.66295 -1.98110 0.38070 0.013
H -1.53682 -3.05039 0.55111 0.001
H -1.05434 -1.03857 2.33438 0.002
H -2.80550 0.70744 -1.25536 0.002
H -2.52216 -1.93979 -1.70034 0.001
O 0.48563 -1.57165 -5.94278 -0.001
C 0.08307 -0.87303 -7.15097 0.000
C 0.63098 -1.58064 -8.41291 0.000
H 0.45509 0.16310 -7.05613 0.000
H -1.01794 -0.80128 -7.17233 0.000
C 1.57997 -2.65897 -7.87934 0.000
H 1.14884 -0.88380 -9.07850 0.000
H -0.16053 -2.03947 -9.01180 0.000
C 1.35239 -2.66644 -6.34651 0.000
H 2.61248 -2.40023 -8.12993 0.000
H 1.39777 -3.64708 -8.30104 0.000
H 2.31086 -2.51328 -5.82986 0.000
H 0.90807 -3.61519 -5.99390 0.000
Se 1.53176 -3.19240 0.20735 -0.012
C 1.48999 -3.00548 2.08581 0.001
C 0.31337 -3.21082 2.85087 0.000
C 0.26312 -2.85686 4.19416 0.001
C 1.41396 -2.37784 4.83998 -0.002
C 2.61552 -2.26350 4.12749 0.001
C 2.66030 -2.59854 2.77872 0.001
H -0.57563 -3.60128 2.35350 0.001
H -0.66628 -2.99070 4.75628 0.000
H 1.39377 -2.16202 5.90721 0.000
H 3.52870 -1.93949 4.62926 0.000
H 3.58758 -2.48187 2.21284 0.000
```

2S+1: 7
Orbital gap (alpha / beta) (eV): 7.05 / 7.13
Energy relative to the best compared isomer or geometry (same formula, charge and spin) (eV): 0.0000

---

[2]
ORCA calculation (ωB97M-V/def2-TZVPD) on C6H12N2 as an isolated structure in a non-equilibrium geometry.

Geometry as XYZ:
```
20
Properties=species:S:1:pos:R:3:lowdin_charge:R:1
C 0.62156 -0.71149 -0.75222 0.056
C 1.38071 -0.00986 0.33991 -0.442
C -0.86780 -0.53768 -0.44265 -0.384
C 2.87045 0.15926 0.16144 -0.058
C -1.49228 -1.65019 0.39115 -0.047
C -1.75446 1.72852 -0.01717 -0.089
N 0.58414 1.09505 -0.15426 0.122
N -0.75603 0.73347 0.26496 -0.222
H 1.01627 -0.89198 -1.73146 0.103
H 1.11891 -0.34010 1.35179 0.137
H -1.43065 -0.40170 -1.37815 0.139
H 3.38066 -0.78600 0.33292 0.077
H 3.22998 0.88935 0.88021 0.074
H 3.09650 0.51832 -0.83819 0.075
H -0.85965 -1.87261 1.24523 0.072
H -1.61574 -2.55238 -0.20273 0.075
H -2.46501 -1.33452 0.75889 0.072
H -2.68489 1.40985 0.45372 0.082
H -1.43838 2.67042 0.42716 0.079
H -1.93428 1.88428 -1.09053 0.079
```

Orbital gap (eV): 8.66
Energy relative to the best compared isomer or geometry (same formula, charge and spin) (eV): 3.5170

---

[3]
ORCA calculation (ωB97M-V/def2-TZVPD) on one molecule with the formula C4H8O2.

Geometry as XYZ:
```
14
Properties=species:S:1:pos:R:3:lowdin_charge:R:1
C -1.55891 0.09373 1.41117 -0.111
O -0.98391 0.06401 0.12947 -0.195
C 0.24149 0.74281 0.08694 -0.235
C 0.92979 0.44408 -1.23437 -0.166
C 0.73511 -1.85647 -1.33082 0.072
O 1.53513 -0.84974 -1.09330 -0.173
H -2.49788 -0.46280 1.36433 0.092
H -1.76700 1.12515 1.73773 0.090
H -0.89767 -0.38064 2.15287 0.091
H 0.90631 0.40396 0.90153 0.132
H 0.08759 1.82370 0.22255 0.130
H 1.75278 1.13694 -1.42523 0.128
H 0.19776 0.40921 -2.04702 0.126
H 1.31941 -2.69396 -0.87588 0.017
```

Orbital gap (eV): 9.37
Energy relative to the best compared isomer or geometry (same formula, charge and spin) (eV): 4.5438